Here is a cluster of 2 separate species, C2H7NO2 in total at a distorted geometry from the Open Molecules 2025 dataset. Energies are from the ωB97M-V functional and the def2-TZVPD basis.

**Total charge**: 0
**Lowest unoccupied orbital energy**: 0.03016 hartree
**Frontier orbital gap**: 10.316 eV
**HOMO level**: -9.50 eV
**SMILES string**: C=O.NCO
**Total energy**: -7770.75616 eV
**Energy above the lowest of the compared OMol25 structures with the same formula, charge and spin**: 267.2 kJ/mol

Each atom is followed by the atoms it is bonded to, with distances in Å.
Element x y z (Å)
1 O -0.388 -1.757 -0.170  C2 1.196
2 C 0.134 -2.803 -0.422  O1 1.196, H3 1.120, H4 1.105
3 H 1.226 -3.046 -0.355  C2 1.120
4 H -0.395 -3.773 -0.401  C2 1.105
5 N 1.048 1.317 -0.155  C6 1.468, H8 1.015, H9 1.013
6 C -0.238 1.904 0.242  N5 1.468, O7 1.450, H10 1.088, H11 1.097
7 O -1.057 0.719 0.415  C6 1.450, H12 0.968
8 H 0.861 0.663 -0.908  N5 1.015
9 H 1.343 0.710 0.599  N5 1.013
10 H -0.073 2.446 1.170  C6 1.088
11 H -0.469 2.664 -0.515  C6 1.097
12 H -1.992 0.955 0.500  O7 0.968

Results of the natural (NBO) charge analysis, in e, for atoms 1 through 8: atom 1 (O): -0.47, atom 2 (C): 0.28, atom 3 (H): 0.10, atom 4 (H): 0.09, atom 5 (N): -0.83, atom 6 (C): 0.08, atom 7 (O): -0.73, atom 8 (H): 0.36